Entry 1:
ORCA calculation (ωB97M-V with the def2-TZVPD basis set) on a cluster of 2 separate species, C3H6N2O in total in a non-equilibrium geometry.

The net charge is 0. The energy above the lowest of the compared OMol25 structures with the same formula, charge and spin comes out at 8.613 eV. The calculation puts the gap between HOMO and LUMO (spin up / spin down) at 0.3131 / 0.3207 Ha. The lowest unoccupied orbital energy (spin up / spin down) comes out at -0.2 / 0.4 eV. The total energy is -8228.0860 eV.

Each line ends with the Löwdin charge.
CARTESIAN COORDINATES (ANGSTROEM)
1 C -0.77027 -0.91819 -0.34277  -0.21
2 C 0.63306 -0.45527 -0.20469  -0.32
3 C -1.88023 -0.08494 0.32468  0.00
4 N 2.65245 0.36001 0.16302  0.02
5 N 1.42688 0.56171 -0.15828  -0.11
6 O 0.24939 -1.47210 0.50028  0.12
7 H -0.95494 -1.51482 -1.26545  0.15
8 H 1.53932 2.35106 -1.02411  0.07
9 H -2.08564 -0.66769 1.17797  0.07
10 H -2.58736 -0.06765 -0.45735  0.07
11 H -1.33003 0.84559 0.51306  0.09
12 H 3.10737 1.06231 0.77364  0.05

Entry 2:
ORCA calculation (ωB97M-V with the def2-TZVPD basis set) on the molecule C3H6N2O in a non-equilibrium geometry.

The net charge is 0. The energy above the lowest of the compared OMol25 structures with the same formula, charge and spin comes out at 3.029 eV. The calculation puts the gap between HOMO and LUMO at 0.3852 Ha. As for the SMILES: N#C[C@H](O)CN. The lowest unoccupied orbital energy comes out at 0.4 eV. The total energy is -8233.6696 eV.

Each line ends with the Löwdin charge.
CARTESIAN COORDINATES (ANGSTROEM)
1 N -1.44028 -0.89938 0.27817  -0.02
2 C -0.77697 -0.00627 -0.61263  -0.15
3 C 0.76124 0.63304 0.20756  -0.31
4 O 1.03040 -0.07314 1.36825  -0.07
5 C 1.75490 0.45811 -0.86215  -0.20
6 N 2.41374 0.26892 -1.79694  0.15
7 H -0.71441 -1.29282 0.99045  0.08
8 H -2.10447 -0.37545 0.84439  0.08
9 H -0.42241 -0.50877 -1.52112  0.09
10 H -1.31922 0.92522 -0.81836  0.10
11 H 0.51915 1.69018 0.38794  0.13
12 H 0.29832 -0.81964 1.53445  0.11

Entry 3:
ORCA calculation (ωB97M-V with the def2-TZVPD basis set) on the molecule C3H6N2O.

The net charge is 0. The energy above the lowest of the compared OMol25 structures with the same formula, charge and spin comes out at 4.962 eV. The calculation puts the gap between HOMO and LUMO (spin up / spin down) at 0.2896 / 0.2896 Ha. The lowest unoccupied orbital energy (spin up / spin down) comes out at 0.6 / 0.6 eV. The total energy is -8231.7363 eV.

Each line ends with the Löwdin charge.
CARTESIAN COORDINATES (ANGSTROEM)
1 C 1.40211 0.36727 0.60069  -0.10
2 N 0.45823 0.61939 -0.41106  -0.05
3 C -0.48746 -0.17323 -0.83125  -0.26
4 N -0.54214 -1.51413 -0.83973  0.18
5 C -0.97515 0.98084 -0.04006  -0.26
6 O -1.19194 0.81823 1.26627  -0.02
7 H 1.83379 -0.63696 0.55403  0.02
8 H 2.14380 1.15555 0.69330  0.02
9 H -0.20325 0.54459 1.55036  0.11
10 H -1.36114 -1.98458 -1.18795  0.11
11 H 0.32331 -2.03566 -0.83181  0.11
12 H -1.40017 1.85868 -0.52278  0.14

Entry 4:
ORCA calculation (ωB97M-V with the def2-TZVPD basis set) on the molecule C3H6N2O in a non-equilibrium geometry.

The net charge is 0. The energy above the lowest of the compared OMol25 structures with the same formula, charge and spin comes out at 5.496 eV. The calculation puts the gap between HOMO and LUMO (spin up / spin down) at 0.3223 / 0.3224 Ha. As for the SMILES: [H]/N=C1\C[N@@H+]1C[O-]. The lowest unoccupied orbital energy (spin up / spin down) comes out at 0.2 / 0.2 eV. The total energy is -8231.2023 eV.

Each line ends with the Löwdin charge.
CARTESIAN COORDINATES (ANGSTROEM)
1 C -0.57158 -0.67330 -0.92261  0.00
2 N 0.32835 0.44960 -0.54047  0.00
3 C 1.56585 -0.04794 0.61609  -0.37
4 C -0.83202 0.13983 0.28320  -0.43
5 N -1.67874 0.90809 0.83023  0.15
6 O 2.45495 -0.70946 0.12989  -0.05
7 H 0.45911 1.26920 -1.12186  0.16
8 H -2.57959 0.46347 0.98564  0.06
9 H 1.69116 0.88061 1.19347  0.12
10 H -1.20603 -0.49419 -1.78193  0.12
11 H -0.11393 -1.65304 -0.85189  0.12
12 H 0.48247 -0.53287 1.18024  0.14

Entry 5:
ORCA calculation (ωB97M-V with the def2-TZVPD basis set) on a structure of composition C3H6N2O.

The net charge is 0. The energy above the lowest of the compared OMol25 structures with the same formula, charge and spin comes out at 3.879 eV. The calculation puts the gap between HOMO and LUMO at 0.3601 Ha. The lowest unoccupied orbital energy comes out at 0.6 eV. The total energy is -8232.8196 eV.

Each line ends with the Löwdin charge.
CARTESIAN COORDINATES (ANGSTROEM)
1 O -1.81701 2.33926 -0.04344  0.03
2 C -0.90362 1.40250 -0.03451  -0.65
3 N -1.02205 0.10208 -0.31474  0.08
4 C 0.06945 -0.87440 -0.45921  -0.22
5 C 1.19389 -0.65062 0.54816  -0.09
6 N -0.14864 2.35133 0.37207  0.24
7 H -1.93415 -0.15591 -0.67265  0.15
8 H 0.47292 -0.86653 -1.48771  0.12
9 H -0.37623 -1.86615 -0.29332  0.12
10 H 0.90464 -0.97100 1.55484  0.08
11 H 2.07586 -1.21848 0.23989  0.08
12 H 1.48495 0.40793 0.59063  0.07

Entry 6:
ORCA calculation (ωB97M-V with the def2-TZVPD basis set) on a structure of composition C3H6N2O in a non-equilibrium geometry.

The net charge is 0. The energy above the lowest of the compared OMol25 structures with the same formula, charge and spin comes out at 3.803 eV. The calculation puts the gap between HOMO and LUMO (spin up / spin down) at 0.3510 / 0.3509 Ha. The lowest unoccupied orbital energy (spin up / spin down) comes out at 0.3 / 0.3 eV. The total energy is -8232.8958 eV.

Each line ends with the Löwdin charge.
CARTESIAN COORDINATES (ANGSTROEM)
1 N -1.16711 -0.77668 -0.00644  -0.07
2 C -0.67026 0.61136 0.02400  -0.25
3 C 0.87744 0.63597 0.18288  -0.38
4 O 1.26017 0.18443 1.44499  -0.01
5 C 1.28665 -0.39256 -0.83262  -0.08
6 N 0.81600 -1.38256 -1.23238  0.14
7 H -2.00859 -0.74191 -0.56912  0.04
8 H -0.44349 -1.61397 -0.76452  0.13
9 H -0.95450 1.23689 -0.84064  0.12
10 H -0.98133 1.18071 0.92580  0.13
11 H 1.30531 1.62916 0.03007  0.14
12 H 0.67971 -0.57083 1.63798  0.10

Entry 7:
ORCA calculation (ωB97M-V with the def2-TZVPD basis set) on a cluster of 2 separate species, C3H6N2O in total in a non-equilibrium geometry.

The net charge is 0. The energy above the lowest of the compared OMol25 structures with the same formula, charge and spin comes out at 1.539 eV. The calculation puts the gap between HOMO and LUMO at 0.3225 Ha. As for the SMILES: c1c[nH]cn1.O. The lowest unoccupied orbital energy comes out at 0.3 eV. The total energy is -8235.1600 eV.

Each line ends with the Löwdin charge.
CARTESIAN COORDINATES (ANGSTROEM)
1 C 0.75319 0.30929 -1.13572  -0.08
2 C 2.10655 0.06379 -0.86285  -0.19
3 N 2.33822 -0.22257 0.44262  0.03
4 C 1.14552 -0.07149 1.06754  -0.18
5 N 0.14901 0.19259 0.12184  0.02
6 H 0.11897 0.28383 -2.03698  0.11
7 H 2.81296 -0.03340 -1.62468  0.07
8 H 0.77123 -0.72789 1.81644  0.10
9 H -0.81306 0.34682 0.35172  0.08
10 H -3.45261 -0.72653 0.91876  0.07
11 H -3.15435 0.74209 0.46398  0.06
12 O -2.77564 -0.15653 0.47733  -0.08

Entry 8:
ORCA calculation (ωB97M-V with the def2-TZVPD basis set) on the molecule C3H6N2O in a non-equilibrium geometry.

The net charge is 0. The energy above the lowest of the compared OMol25 structures with the same formula, charge and spin comes out at 2.077 eV. The calculation puts the gap between HOMO and LUMO at 0.3506 Ha. As for the SMILES: C/N=C(\N)C=O. The lowest unoccupied orbital energy comes out at 0.2 eV. The total energy is -8234.6222 eV.

Each line ends with the Löwdin charge.
CARTESIAN COORDINATES (ANGSTROEM)
1 C -0.70710 -0.94083 1.46888  -0.11
2 C 0.29780 0.48075 -0.18907  -0.45
3 C 1.11625 1.60862 -0.63591  -0.20
4 H -1.70155 -1.19960 0.95756  0.08
5 H -0.04705 -1.84079 1.08220  0.11
6 H -0.85224 -0.94588 2.52249  0.04
7 H -0.67142 -1.15692 -1.06950  0.06
8 H -0.04131 0.08724 -2.26033  0.15
9 H 1.22802 2.35499 0.16318  0.13
10 N -0.06855 0.36025 1.00475  0.03
11 N -0.03631 -0.40231 -1.26023  0.10
12 O 1.48345 1.59448 -1.78402  0.06